A 2-piece molecular cluster, C12H27NOSi overall at a distorted geometry. Source: the OMol25 dataset; level of theory: ωB97M-V with the def2-TZVPD basis set.

Cartesian coordinates (Å):
Si: -1.116 1.288 -4.579
O: -3.432 0.300 -3.184
N: 1.173 -0.310 3.000
C: -0.233 -0.189 2.605
C: -0.365 -0.157 -5.607
C: 0.275 1.033 -1.547
C: -1.218 0.317 3.653
C: 1.480 -1.436 3.883
C: -0.318 1.415 -2.789
C: 3.318 0.907 3.421
C: -3.028 1.178 -4.305
C: 1.796 0.972 3.338
C: 1.167 -1.275 5.368
C: 1.125 -0.497 -4.934
C: -3.121 -1.113 -3.453
H: -2.225 -1.463 -2.753
H: 3.728 1.916 3.545
H: -0.284 0.488 1.741
H: 1.554 1.702 2.555
H: 3.655 0.311 4.274
H: 1.404 1.379 4.276
H: 1.654 -2.079 5.934
H: -0.971 -1.158 -5.587
H: -0.868 2.556 -5.287
H: 1.530 -0.328 5.775
H: 0.949 -0.853 -3.814
H: -3.574 0.891 -5.327
H: -0.870 1.228 4.147
H: -0.133 0.186 -6.724
H: 0.980 -2.339 3.515
H: 3.747 0.483 2.507
H: -0.589 -1.153 2.222
H: 1.568 -1.420 -5.521
H: -4.062 -1.783 -3.171
H: -2.175 0.553 3.173
H: -3.416 2.268 -4.010
H: 1.843 0.444 -4.958
H: 0.733 0.552 -0.555
H: -2.904 -1.352 -4.596
H: -1.424 -0.440 4.412
H: 0.097 -1.354 5.568
H: 2.549 -1.667 3.791

Forces on atoms 1 to 2 (eV/Å):
-0.130 -0.431 1.002
0.649 -0.847 -2.098

Values from the calculation:
F_max = 10.865 eV/A
HOMO = -8.20 eV
SMILES string = C#C[Si@@H](CC)COC.CCN(CC)CC
Kohn-Sham gap = 8.92 eV

=====

A 2-piece molecular cluster, C12H28 overall at a distorted geometry. Source: the OMol25 dataset; level of theory: ωB97M-V with the def2-TZVPD basis set.

Cartesian coordinates (Å):
C: 3.879 2.836 2.467
C: -2.130 -0.809 -1.595
C: -2.324 -0.171 -2.956
C: 1.681 2.517 1.104
C: -1.258 -5.192 -0.102
C: 2.862 3.492 1.478
C: -1.714 -4.003 -1.007
C: 4.487 1.622 2.055
C: 0.549 3.214 0.371
C: -2.670 -2.960 -0.324
C: -0.529 2.163 0.177
C: -3.114 -1.929 -1.340
H: -2.019 -4.536 -1.914
H: -1.469 2.728 -0.366
H: -2.104 -0.022 -0.791
H: -4.105 -1.438 -0.917
H: 1.940 1.632 0.484
H: -0.502 -4.910 0.662
H: -0.927 -3.484 -1.255
H: 3.267 2.719 3.225
H: 4.711 3.595 2.718
H: -3.553 -3.404 0.244
H: -3.165 -2.528 -2.085
H: -2.081 -2.554 0.421
H: 4.882 1.807 1.004
H: 2.382 4.409 1.744
H: 0.304 4.070 1.011
H: -1.721 0.385 -3.237
H: -0.697 1.705 1.056
H: 3.808 0.760 1.886
H: -2.071 -5.862 0.406
H: 1.385 2.404 2.125
H: 5.080 0.957 2.690
H: 0.054 1.550 -0.614
H: 0.901 3.629 -0.503
H: -0.566 -5.865 -0.691
H: -2.422 -1.039 -3.751
H: 3.402 3.640 0.695
H: -1.130 -1.252 -1.639
H: -3.309 0.138 -2.930

Forces on atoms 1 to 2 (eV/Å):
1.215 4.700 -1.291
1.531 0.236 0.158

Values from the calculation:
F_max = 15.954 eV/A
HOMO = -10.42 eV
SMILES string = CCCCCC.CCCCCC
Kohn-Sham gap = 11.38 eV

=====

C12H28AgClN4O4 as an isolated structure at a distorted geometry. Source: the OMol25 dataset; level of theory: ωB97M-V with the def2-TZVPD basis set.

Cartesian coordinates (Å):
Ag: -18.941 4.542 3.888
Cl: -21.131 4.869 5.743
O: -20.248 3.173 2.191
O: -17.976 6.780 4.347
O: -22.948 8.539 2.450
O: -17.210 4.343 2.257
N: -21.444 8.310 4.089
N: -17.859 8.905 3.747
N: -14.933 4.290 2.366
N: -22.166 2.100 2.190
C: -17.888 7.956 4.634
C: -17.979 8.845 2.310
C: -16.118 4.469 1.718
C: -20.933 2.272 2.698
C: -22.837 2.985 1.264
C: -17.844 8.475 6.052
C: -22.168 7.844 3.097
C: -20.326 1.249 3.688
C: -14.699 3.668 3.607
C: -16.097 4.935 0.304
C: -21.425 9.709 4.514
C: -22.132 6.373 2.638
H: -18.610 8.013 1.998
H: -22.980 5.860 3.091
H: -23.702 2.463 0.853
H: -22.821 1.407 2.523
H: -18.352 9.740 1.811
H: -17.073 8.725 1.716
H: -17.733 9.792 4.214
H: -20.562 9.815 5.172
H: -18.661 9.160 6.279
H: -15.722 5.959 0.304
H: -22.205 6.246 1.558
H: -15.116 4.162 4.484
H: -17.145 4.985 0.008
H: -16.892 9.003 6.103
H: -17.846 7.608 6.713
H: -22.390 9.847 5.002
H: -22.335 3.271 0.340
H: -15.051 2.641 3.507
H: -23.183 3.825 1.865
H: -13.625 3.548 3.748
H: -20.895 7.622 4.584
H: -20.664 0.262 3.373
H: -20.539 1.548 4.714
H: -21.198 5.993 3.053
H: -14.150 4.618 1.818
H: -15.388 4.303 -0.231
H: -21.218 10.235 3.583
H: -19.244 1.309 3.572

Forces on atoms 1 to 2 (eV/Å):
-0.123 0.181 -0.559
0.447 -0.078 -0.466

Values from the calculation:
F_max = 4.149 eV/A
⟨S²⟩ = 0.755
HOMO (alpha / beta) = -11.61 / -11.45 eV
2S+1 = 2
Charge = +1
Kohn-Sham gap (alpha / beta) = 8.82 / 3.96 eV

=====

A 6-piece molecular cluster, C12H28B2F8NO9 overall at a distorted geometry. Source: the OMol25 dataset; level of theory: ωB97M-V with the def2-TZVPD basis set.

Cartesian coordinates (Å):
F: -5.049 0.282 1.384
F: -2.338 2.589 1.732
F: -2.227 4.633 0.600
F: -2.487 2.719 -0.564
F: -5.264 -1.639 0.213
F: -3.786 -0.078 -0.572
F: -3.269 -1.160 1.354
F: -4.201 3.465 0.716
O: 2.530 0.002 -2.740
O: 1.016 0.736 1.426
O: 1.512 -0.401 -4.563
O: -0.314 -4.080 0.222
O: 1.569 2.757 2.256
O: 0.265 0.176 -2.758
O: 2.834 1.098 2.718
O: 0.176 -2.144 -0.808
O: -1.252 -3.667 -1.685
N: -1.153 0.336 -0.387
C: 0.384 -0.365 -5.429
C: 3.953 0.498 -0.931
C: 1.731 1.461 2.071
C: 3.260 -0.236 2.683
C: 1.320 -0.069 -3.282
C: -1.666 -2.739 -2.702
C: 0.276 3.359 2.039
C: -0.179 -3.095 2.401
C: 0.563 -3.875 1.315
C: -0.363 3.559 3.397
C: -0.438 -3.178 -0.776
C: 2.568 0.704 -1.475
B: -4.369 -0.642 0.600
B: -2.829 3.370 0.659
H: 0.726 -4.863 1.746
H: 0.556 -2.728 3.123
H: -1.924 -0.294 -0.132
H: -0.206 -1.271 -5.271
H: 4.287 -0.304 2.318
H: -0.344 2.876 1.286
H: 3.956 -0.542 -0.608
H: -0.277 0.477 -5.227
H: 0.488 4.318 1.564
H: 4.743 0.922 -1.547
H: -0.558 0.279 0.440
H: 2.350 1.759 -1.671
H: 1.734 0.344 -0.875
H: -2.456 -2.094 -2.313
H: 0.758 -0.366 -6.449
H: -1.202 4.254 3.392
H: -0.874 -2.028 -2.939
H: 1.523 -3.432 1.047
H: -1.579 1.281 -0.450
H: -0.703 0.024 -1.249
H: 3.255 -0.713 3.664
H: -0.482 -2.123 2.002
H: -1.952 -3.352 -3.549
H: 4.046 1.117 -0.031
H: -0.730 2.640 3.851
H: 2.702 -0.926 2.047
H: -1.016 -3.699 2.733
H: 0.408 4.066 3.981

Forces on atoms 1 to 2 (eV/Å):
0.239 0.096 -0.253
-0.138 0.115 -0.235

Values from the calculation:
F_max = 2.011 eV/A
HOMO = -8.02 eV
Charge = -1
Kohn-Sham gap = 10.18 eV

=====

C12H28BF2N3S4Ti as an isolated structure. Source: the OMol25 dataset; level of theory: ωB97M-V with the def2-TZVPD basis set.

Cartesian coordinates (Å):
Ti: 0.764 0.538 -0.460
S: -1.046 1.796 0.485
S: 2.709 -1.138 0.427
S: 2.127 2.124 1.052
S: 3.022 0.766 -2.171
F: 0.113 -0.380 2.657
F: -0.209 -2.100 1.143
N: -2.126 -0.946 1.975
N: -5.626 0.046 0.936
N: -0.144 -1.129 -1.698
C: 3.149 1.027 2.075
C: -0.320 3.182 1.434
C: 0.514 1.660 -2.293
C: -0.476 -2.021 -2.337
C: 3.876 0.046 1.175
C: -3.225 -0.506 1.097
C: 3.669 -1.654 -1.034
C: 1.586 1.173 -3.244
C: 3.203 -1.032 -2.345
C: -4.585 -0.677 1.761
C: -0.885 -3.164 -3.141
C: 0.909 2.771 2.225
B: -0.501 -0.813 1.516
H: 1.921 1.890 -3.993
H: 4.595 -0.525 1.761
H: 3.872 1.628 2.623
H: -1.965 -3.157 -3.274
H: 3.925 -1.269 -3.127
H: 1.338 3.626 2.746
H: -2.213 -1.943 2.183
H: 3.609 -2.740 -1.094
H: 4.410 0.568 0.380
H: -3.029 0.543 0.860
H: -1.076 3.566 2.117
H: -0.410 -3.110 -4.119
H: 0.670 1.986 2.941
H: 2.506 0.511 2.788
H: 1.308 0.257 -3.766
H: -2.150 -0.449 2.867
H: -4.611 -0.222 2.751
H: -3.156 -1.074 0.168
H: 4.709 -1.407 -0.823
H: -6.547 0.005 1.382
H: -5.383 1.033 0.816
H: -0.584 -4.085 -2.643
H: 0.719 2.695 -1.992
H: -5.722 -0.361 0.003
H: -0.077 3.982 0.732
H: 2.240 -1.446 -2.638
H: -0.488 1.641 -2.725
H: -4.910 -1.713 1.842

Forces on atoms 1 to 2 (eV/Å):
0.334 0.290 -0.413
-0.292 0.102 0.195

Values from the calculation:
F_max = 0.605 eV/A
⟨S²⟩ = 2.010
HOMO (alpha / beta) = -11.76 / -13.23 eV
2S+1 = 3
Charge = +2
Kohn-Sham gap (alpha / beta) = 5.74 / 7.20 eV